ORCA calculation (wB97M-V/def2-TZVPD) on a molecular structure, C53H52N6O5P2Pd in a non-equilibrium geometry.

The energy above the lowest of the compared OMol25 structures with the same formula, charge and spin comes out at 143.6 kJ/mol. The calculation puts the gap between HOMO and LUMO at 5.42 eV.

Structure (ORCA input):
```
! RIJCOSX wB97M-V def2-TZVPD def2/J DEFGRID3
* xyz -2 1
Pd -0.024 0.219 0.353
C 2.397 -1.886 0.744
N 1.789 -3.140 0.359
C 0.620 -3.120 -0.522
P 0.076 -1.539 -1.470
C 1.654 -1.152 -2.350
C 2.641 -2.094 -2.633
C 3.848 -1.711 -3.206
C 4.072 -0.376 -3.519
C 3.091 0.569 -3.247
C 1.893 0.187 -2.657
C -0.772 -2.626 -2.713
C -2.024 -3.117 -2.339
C -2.745 -3.954 -3.175
C -2.229 -4.310 -4.414
C -0.997 -3.806 -4.808
C -0.272 -2.970 -3.966
C 2.266 -4.349 0.799
C 3.442 -4.478 1.572
C 3.931 -5.721 1.933
C 3.287 -6.897 1.561
C 2.103 -6.784 0.848
C 1.588 -5.549 0.487
P 1.349 -0.730 1.806
C 1.033 -1.751 3.311
C 1.181 -1.248 4.604
C 0.693 -1.936 5.709
C 0.046 -3.153 5.545
C -0.120 -3.664 4.265
C 0.348 -2.961 3.163
C 2.863 0.240 2.287
C 3.075 1.408 1.554
C 4.235 2.155 1.727
C 5.194 1.749 2.644
C 4.998 0.583 3.374
C 3.847 -0.172 3.186
H 2.557 -1.271 -0.141
H 3.371 -2.039 1.196
H -0.288 -3.356 0.055
H 0.733 -3.921 -1.254
H 2.483 -3.140 -2.392
H 4.613 -2.453 -3.399
H 5.010 -0.076 -3.974
H 3.258 1.612 -3.491
H 1.122 0.917 -2.434
H -2.444 -2.812 -1.385
H -3.721 -4.314 -2.870
H -2.792 -4.956 -5.077
H -0.598 -4.053 -5.784
H 0.671 -2.564 -4.305
H 3.983 -3.606 1.905
H 4.838 -5.767 2.526
H 3.686 -7.865 1.837
H 1.554 -7.676 0.566
H 0.641 -5.514 -0.030
H 1.687 -0.301 4.755
H 0.818 -1.516 6.700
H -0.339 -3.688 6.404
H -0.623 -4.612 4.118
H 0.164 -3.350 2.170
H 2.295 1.717 0.864
H 4.385 3.059 1.148
H 6.101 2.327 2.780
H 5.748 0.256 4.086
H 3.718 -1.096 3.740
O -0.722 -0.123 -5.278
N -1.565 -0.221 -4.372
O -2.705 -0.639 -4.609
O -1.229 0.033 -3.187
O -4.220 1.612 1.121
C -3.343 2.061 0.404
N -3.480 3.284 -0.270
C -2.385 3.479 -1.196
C -1.453 2.339 -0.687
O -0.260 2.256 -0.992
N -2.087 1.548 0.184
C -2.785 3.215 -2.652
C -3.816 2.323 -2.933
C -4.211 2.091 -4.241
C -3.581 2.743 -5.291
C -2.534 3.610 -5.020
C -2.142 3.848 -3.709
C -1.785 4.878 -1.045
C -0.421 5.134 -1.146
C 0.059 6.438 -1.079
C -0.812 7.507 -0.924
C -2.174 7.257 -0.807
C -2.649 5.955 -0.865
H -4.415 3.568 -0.513
H -4.293 1.777 -2.129
H -4.994 1.372 -4.440
H -3.876 2.543 -6.313
H -2.012 4.105 -5.830
H -1.321 4.526 -3.515
H 0.255 4.298 -1.272
H 1.125 6.618 -1.161
H -0.438 8.523 -0.892
H -2.870 8.079 -0.681
H -3.712 5.774 -0.771
C -0.417 3.811 2.309
C -1.080 4.638 3.448
N -0.984 3.914 4.722
C 0.432 3.711 5.038
C 1.136 2.942 3.881
N 0.164 2.585 2.852
C -0.898 1.776 3.456
C -1.618 2.596 4.563
H 0.373 4.379 1.811
H -1.155 3.529 1.558
H -2.137 4.819 3.241
H -0.591 5.608 3.575
H 0.489 3.150 5.976
H 0.887 4.692 5.206
H 1.603 2.023 4.246
H 1.920 3.548 3.418
H -0.440 0.876 3.871
H -1.577 1.464 2.663
H -1.563 2.088 5.530
H -2.671 2.751 4.322
*
```

=====

ORCA calculation (wB97M-V/def2-TZVPD) on 7 unconnected molecules or ions with the total composition C53H53ClN2O24 in a non-equilibrium geometry.

The SMILES is CCCCCCCCCC[C@@H](C#N)[C@@H](C#N)CCCCl.O=C1C=C(O)C(=O)C=C1O.O=C1C=C(O)C(=O)C=C1O.O=C1C=C(O)C(=O)C=C1O.O=C1C=C(O)C(=O)C=C1O.O=C1C=C(O)C(=O)C=C1O.O=C1C=C(O)C(=O)C=C1O. The calculation puts the gap between HOMO and LUMO at 7.60 eV.

Structure (ORCA input):
```
! RIJCOSX wB97M-V def2-TZVPD def2/J DEFGRID3
* xyz 0 1
C 4.225 -0.341 1.687
C 3.247 0.103 2.886
C 2.640 -1.110 3.756
C 2.093 -2.355 2.857
C 1.535 -3.454 3.933
C 0.296 -4.322 3.382
C 0.702 -5.773 2.782
C 0.331 -5.758 1.192
C 1.500 -6.458 0.275
C 1.605 -5.553 -1.084
C 2.556 -4.292 -0.761
C 4.068 -4.892 -0.673
N 5.168 -5.400 -0.788
C 2.599 -3.151 -1.901
C 3.581 -3.707 -3.075
N 4.293 -4.038 -4.005
C 1.189 -2.848 -2.615
C -0.048 -2.612 -1.614
C -0.121 -1.148 -0.938
Cl 1.334 -0.072 -1.241
H 3.711 -1.063 0.963
H 5.183 -0.794 2.130
H 4.553 0.627 1.136
H 2.388 0.809 2.556
H 3.887 0.742 3.620
H 1.710 -0.709 4.327
H 3.407 -1.489 4.530
H 1.293 -2.032 2.101
H 2.959 -2.817 2.247
H 1.130 -2.815 4.817
H 2.370 -4.107 4.367
H -0.335 -3.676 2.678
H -0.382 -4.543 4.303
H -0.010 -6.554 3.254
H 1.792 -6.056 2.993
H 0.325 -4.654 0.882
H -0.657 -6.279 0.946
H 1.294 -7.563 0.059
H 2.454 -6.410 0.913
H 2.181 -6.204 -1.858
H 0.577 -5.288 -1.514
H 2.292 -3.892 0.294
H 3.118 -2.226 -1.465
H 1.276 -1.969 -3.372
H 0.957 -3.776 -3.279
H -1.010 -2.723 -2.258
H -0.136 -3.397 -0.785
H -1.036 -0.589 -1.386
H -0.381 -1.274 0.188
C 2.394 4.420 -4.259
C 2.595 3.299 -3.565
C 3.654 3.211 -2.520
O 3.798 2.175 -1.891
C 4.496 4.391 -2.293
C 4.297 5.512 -2.990
C 3.220 5.608 -4.015
O 3.055 6.655 -4.620
O 5.075 6.617 -2.790
O 1.835 2.185 -3.783
H 1.625 4.497 -5.019
H 5.273 4.309 -1.545
H 4.732 7.291 -3.410
H 2.174 1.514 -3.158
C -3.705 3.979 -5.554
C -2.450 3.923 -5.100
C -1.352 4.683 -5.762
O -0.220 4.624 -5.309
C -1.682 5.478 -6.950
C -2.936 5.530 -7.405
C -4.039 4.793 -6.728
O -5.177 4.878 -7.160
O -3.256 6.263 -8.510
O -2.123 3.168 -4.011
H -4.512 3.435 -5.082
H -0.872 6.010 -7.430
H -4.219 6.140 -8.633
H -1.162 3.296 -3.885
C 0.082 -2.188 9.671
C 0.545 -2.946 8.675
C 1.866 -2.672 8.041
O 2.267 -3.397 7.145
C 2.638 -1.522 8.526
C 2.173 -0.762 9.520
C 0.864 -1.053 10.172
O 0.479 -0.348 11.090
O 2.878 0.311 9.979
O -0.173 -4.003 8.197
H -0.874 -2.377 10.141
H 3.586 -1.324 8.045
H 2.334 0.693 10.696
H 0.375 -4.388 7.484
C -5.463 -6.421 -1.167
C -4.191 -6.185 -0.840
C -3.097 -7.104 -1.267
O -1.942 -6.847 -0.966
C -3.461 -8.297 -2.038
C -4.735 -8.534 -2.362
C -5.825 -7.602 -1.959
O -6.975 -7.840 -2.288
O -5.087 -9.641 -3.077
O -3.840 -5.092 -0.102
H -6.266 -5.761 -0.866
H -2.660 -8.964 -2.326
H -6.058 -9.584 -3.182
H -2.868 -5.147 -0.002
C -6.408 3.962 -2.269
C -7.593 4.383 -1.822
C -8.787 3.490 -1.828
O -9.850 3.901 -1.395
C -8.629 2.135 -2.368
C -7.444 1.716 -2.818
C -6.245 2.600 -2.786
O -5.172 2.177 -3.189
O -7.284 0.459 -3.325
O -7.759 5.648 -1.341
H -5.533 4.600 -2.268
H -9.506 1.502 -2.383
H -6.342 0.399 -3.579
H -8.700 5.706 -1.080
C 4.303 7.767 0.541
C 4.986 8.526 1.400
C 4.335 9.113 2.605
O 4.993 9.786 3.380
C 2.905 8.854 2.809
C 2.221 8.097 1.948
C 2.879 7.488 0.757
O 2.228 6.787 0.000
O 0.890 7.851 2.124
O 6.310 8.795 1.208
H 4.764 7.333 -0.337
H 2.440 9.300 3.678
H 0.630 7.281 1.373
H 6.572 9.359 1.963
*
```

=====

ORCA calculation (wB97M-V/def2-TZVPD) on a molecular structure, C53H55N7O3P2SSr in a non-equilibrium geometry.

The energy above the lowest of the compared OMol25 structures with the same formula, charge and spin comes out at 318.2 kJ/mol. The calculation puts the gap between HOMO and LUMO at 6.09 eV.

Structure (ORCA input):
```
! RIJCOSX wB97M-V def2-TZVPD def2/J DEFGRID3
* xyz 0 1
Sr 1.104 -0.413 0.020
C 1.544 -2.577 3.269
C 0.212 -3.290 3.003
C -0.542 -2.784 1.760
N 0.349 -2.608 0.648
C 0.934 -3.660 0.119
C 0.414 -4.972 0.198
C 0.983 -6.205 -0.032
C 2.323 -6.511 -0.220
C 3.342 -5.591 -0.397
C 3.251 -4.241 -0.651
C 2.143 -3.365 -0.677
N 2.154 -2.193 -1.274
C 3.227 -1.886 -2.193
C 4.397 -1.122 -1.562
C 4.065 0.353 -1.314
N 3.246 0.513 -0.140
C 3.772 0.959 0.965
C 5.168 1.160 1.177
C 5.830 2.025 2.014
C 5.288 3.001 2.844
C 3.955 3.111 3.196
C 2.925 2.226 2.955
C 2.845 1.103 2.108
N 1.918 0.170 2.178
C 1.131 -0.009 3.358
C 1.482 -1.303 4.112
H 2.027 -2.342 2.320
H 2.188 -3.282 3.797
H -0.442 -3.219 3.877
H 0.434 -4.348 2.845
H -0.989 -1.805 1.971
H -1.378 -3.473 1.549
H -0.637 -5.000 0.466
H 0.308 -7.052 0.031
H 2.594 -7.558 -0.212
H 4.346 -5.997 -0.410
H 4.203 -3.762 -0.838
H 2.802 -1.256 -2.981
H 3.605 -2.804 -2.664
H 5.249 -1.184 -2.243
H 4.678 -1.582 -0.612
H 3.496 0.729 -2.169
H 4.992 0.937 -1.242
H 5.806 0.530 0.567
H 6.915 1.994 1.959
H 5.976 3.718 3.273
H 3.705 3.961 3.824
H 1.998 2.468 3.465
H 0.069 -0.040 3.067
H 1.238 0.812 4.077
H 0.765 -1.426 4.929
H 2.465 -1.152 4.565
N -2.815 0.641 0.393
P -1.523 0.571 1.534
C -2.658 0.602 2.983
C -3.702 1.525 2.980
C -4.571 1.601 4.051
C -4.417 0.749 5.135
C -3.390 -0.179 5.137
C -2.509 -0.249 4.068
C -1.043 2.330 1.630
C -0.710 2.920 2.788
C -0.110 4.234 2.852
C 0.298 4.879 1.759
C 0.103 4.272 0.410
C -0.749 3.009 0.329
P -2.731 0.872 -1.311
C -4.477 1.481 -1.272
C -4.720 2.847 -1.227
C -6.002 3.325 -1.013
C -7.051 2.440 -0.837
C -6.814 1.075 -0.866
C -5.534 0.598 -1.074
C -3.082 -0.776 -2.058
C -2.889 -1.990 -1.414
C -3.148 -3.177 -2.080
C -3.584 -3.164 -3.394
C -3.760 -1.955 -4.047
C -3.502 -0.770 -3.386
H -3.544 -0.018 0.667
H -3.823 2.184 2.132
H -5.370 2.329 4.039
H -5.101 0.806 5.970
H -3.270 -0.855 5.971
H -1.701 -0.965 4.091
H -0.901 2.418 3.725
H 0.005 4.679 3.830
H 0.756 5.853 1.803
H -0.163 5.039 -0.328
H -1.642 3.051 -0.307
H -3.898 3.538 -1.358
H -6.182 4.390 -0.982
H -8.053 2.811 -0.678
H -7.629 0.380 -0.721
H -5.358 -0.468 -1.084
H -2.521 -2.012 -0.396
H -2.997 -4.119 -1.572
H -3.780 -4.092 -3.910
H -4.085 -1.939 -5.077
H -3.629 0.174 -3.895
O -0.187 -2.607 -2.737
H -0.473 -3.446 -2.373
H 0.640 -2.376 -2.267
O 0.341 2.376 -0.363
O 1.207 3.487 -0.096
N -0.709 -0.800 -4.794
C 0.148 0.228 -4.814
N 0.694 0.771 -3.787
C 1.430 1.875 -4.122
C 2.098 2.712 -3.238
C 2.769 3.814 -3.732
C 2.801 4.093 -5.093
C 2.150 3.270 -5.993
C 1.467 2.175 -5.501
S 0.512 1.012 -6.382
H -0.698 -1.397 -3.970
H -0.909 -1.251 -5.670
H 2.070 2.497 -2.183
H 3.267 4.480 -3.046
H 3.333 4.960 -5.455
H 2.159 3.478 -7.051
*
```

=====

ORCA calculation (wB97M-V/def2-TZVPD) on a molecular structure, C53H63BiClIN4O2P in a non-equilibrium geometry.

The calculation puts the gap between HOMO and LUMO at 6.85 eV.

Structure (ORCA input):
```
! RIJCOSX wB97M-V def2-TZVPD def2/J DEFGRID3
* xyz 1 1
Bi -0.364 -0.585 -0.629
N -3.629 1.089 0.821
C -2.549 2.031 0.977
C -2.865 2.963 2.179
C -1.671 3.397 2.954
C -0.464 2.901 2.670
C -0.353 1.830 1.697
N -1.295 1.357 0.988
C -3.938 0.413 -0.321
C -5.249 -0.076 -0.492
C -5.555 -0.783 -1.631
C -4.569 -0.946 -2.605
C -3.317 -0.427 -2.357
N -2.986 0.188 -1.226
H -4.419 1.256 1.429
H -3.619 2.573 2.871
H -1.831 4.122 3.741
H 0.430 3.217 3.184
H 0.599 1.329 1.591
H -5.986 0.101 0.278
H -6.546 -1.186 -1.782
H -4.764 -1.478 -3.522
H -2.519 -0.485 -3.087
Cl 0.234 -3.594 -7.183
C 0.574 -2.782 -5.690
C 1.670 -1.953 -5.601
C 1.962 -1.303 -4.411
I 3.670 -0.096 -4.241
C 1.169 -1.417 -3.270
O 1.448 -0.834 -2.159
C 0.008 -2.240 -3.386
N -0.788 -2.316 -2.304
C -1.821 -3.124 -2.302
C -2.145 -3.915 -3.410
C -1.388 -3.828 -4.550
C -0.272 -2.968 -4.579
H 2.309 -1.818 -6.460
H -2.411 -3.163 -1.397
H -2.991 -4.579 -3.350
H -1.619 -4.417 -5.425
C -2.392 -3.986 2.559
C -1.015 -3.929 2.442
C -0.432 -3.063 1.529
C -1.188 -2.201 0.756
C -2.570 -2.290 0.873
C -3.171 -3.180 1.748
H -2.854 -4.658 3.266
H -0.388 -4.550 3.065
H 0.636 -3.075 1.406
H -3.204 -1.663 0.273
H -4.249 -3.236 1.796
C 3.566 -0.694 5.001
C 2.544 -1.731 4.553
C 2.584 -1.903 3.028
C 2.894 -0.584 2.306
C 2.375 0.572 3.154
C 3.218 0.687 4.432
P 2.313 -0.569 0.490
C 3.235 0.860 -0.335
C 2.374 2.110 -0.541
C 3.262 3.206 -1.128
C 4.230 3.725 -0.059
C 4.646 2.603 0.901
C 4.628 1.245 0.206
C 3.238 -2.002 -0.309
C 2.425 -3.293 -0.398
C 2.979 -4.154 -1.541
C 4.501 -4.013 -1.666
C 5.116 -3.683 -0.311
C 4.657 -2.304 0.190
H 4.551 -1.007 4.650
H 3.606 -0.652 6.090
H 1.546 -1.430 4.876
H 2.758 -2.690 5.025
H 1.620 -2.288 2.712
H 3.345 -2.644 2.778
H 3.979 -0.465 2.239
H 1.332 0.394 3.420
H 2.440 1.515 2.611
H 2.660 1.269 5.167
H 4.139 1.231 4.216
H 3.382 0.444 -1.335
H 1.942 2.482 0.388
H 1.558 1.873 -1.223
H 2.658 4.029 -1.512
H 3.821 2.796 -1.970
H 3.758 4.528 0.512
H 5.110 4.148 -0.545
H 3.985 2.588 1.768
H 5.650 2.799 1.280
H 5.029 0.492 0.883
H 5.313 1.300 -0.641
H 3.329 -1.642 -1.336
H 1.377 -3.066 -0.607
H 2.485 -3.845 0.540
H 2.508 -3.855 -2.480
H 2.710 -5.196 -1.363
H 4.754 -3.222 -2.373
H 4.928 -4.938 -2.051
H 6.203 -3.694 -0.380
H 4.831 -4.460 0.400
H 5.336 -1.540 -0.188
H 4.720 -2.299 1.277
C -5.566 4.607 2.337
C -4.866 4.078 1.122
C -3.376 4.032 1.181
C -2.675 3.289 0.011
C -1.352 3.971 -0.321
C -3.503 3.057 -1.231
C -2.828 2.623 -2.450
O -1.676 2.264 -2.555
C -4.858 3.200 -1.180
C -5.773 2.920 -2.333
C -5.514 3.661 0.026
H -4.881 5.176 2.964
H -5.976 3.792 2.936
H -6.399 5.244 2.047
H -2.993 5.041 1.373
H -0.774 4.176 0.575
H -1.575 4.918 -0.815
H -0.759 3.362 -0.992
H -3.477 2.641 -3.344
H -5.467 2.060 -2.918
H -5.808 3.782 -2.997
H -6.784 2.748 -1.977
H -6.595 3.701 0.013
*
```